1) Density functional theory data (ωB97M-V with the def2-TZVPD basis set) for 12 unconnected molecules or ions with the total composition C7H36O12.

Each line ends with the Löwdin charge.
Element x y z (Å)
C -0.7632 -1.1436 -2.8998  0.042
C 0.4466 -1.3192 -2.3169  -0.312
C 1.5719 -1.9439 -3.1090  -0.211
C 2.6718 -1.0204 -3.6251  -0.075
C 0.7538 -0.9823 -0.8181  -0.132
C 1.6007 0.2197 -0.3469  -0.114
C 1.0894 1.6727 -0.8582  -0.192
O 0.9582 1.7087 -2.3146  -0.145
H -0.8850 -1.4755 -3.9266  0.060
H -1.6710 -0.6783 -2.4177  0.080
H 2.1011 -2.6561 -2.4576  0.110
H 1.2060 -2.5582 -3.9550  0.114
H 3.5590 -1.5557 -3.4864  0.058
H 2.7083 -0.1674 -3.0235  0.035
H 2.6424 -0.6222 -4.5946  0.063
H 1.2056 -1.9079 -0.4000  0.109
H -0.2610 -0.9491 -0.4152  0.092
H 2.5272 0.2820 -0.8468  0.073
H 1.8178 0.3719 0.7993  0.130
H 1.7656 2.5055 -0.8417  0.108
H 0.1454 1.9709 -0.3988  0.057
H 0.5563 0.9290 -2.7964  0.081
O -1.8091 -1.6379 1.8546  -0.103
H -2.5281 -1.4889 1.1402  0.079
H -1.8703 -0.8075 2.3402  -0.006
O -1.0461 3.5349 -2.9753  -0.025
H -0.5710 3.0911 -2.3390  -0.054
H -0.5914 3.3360 -3.8005  0.049
O -1.1783 2.4415 1.0297  -0.055
H -0.2613 2.8993 1.1102  0.093
H -1.8683 2.9397 1.3282  0.005
O 1.8940 3.2524 1.9861  -0.004
H 2.5329 3.9166 2.3168  0.075
H 1.8369 2.6731 2.6610  -0.049
O -3.6347 0.0072 0.5201  -0.091
H -3.5150 0.8768 0.8900  0.015
H -4.0914 0.2200 -0.4038  0.116
O -0.8733 -4.2861 0.8561  -0.069
H -1.3894 -4.5429 0.0426  0.085
H -1.2221 -3.4270 1.1011  -0.011
O 1.8057 0.2460 3.6315  -0.141
H 2.2777 -0.5538 3.1073  0.041
H 0.9446 -0.2110 3.6488  0.002
O 2.6802 -1.8828 2.2038  -0.168
H 3.2852 -2.6395 2.3742  0.061
H 1.6807 -2.3580 2.0729  0.081
O 0.4367 -3.0323 2.6759  0.004
H -0.3678 -2.5470 2.6143  0.011
H 0.5635 -3.7592 2.1354  0.010
O -3.6078 2.4029 -1.6353  -0.089
H -2.6557 2.2258 -1.5356  0.014
H -3.7637 3.0168 -2.3930  0.061
O -1.6005 0.8205 3.1387  -0.038
H -1.2905 1.0744 3.9826  0.040
H -0.9788 1.0798 2.4409  0.028

Summary:
Frontier orbital gap, eV: 9.76
Spin multiplicity: 1
Lowest unoccupied orbital energy, eV: 0.221
E_HOMO, hartree: -0.3505

***

2) Density functional theory data (ωB97M-V with the def2-TZVPD basis set) for 13 unconnected molecules or ions with the total composition C7H36O12.

Each line ends with the Löwdin charge.
Element x y z (Å)
C -2.1040 0.0651 -0.0886  -0.084
C -0.6198 0.5653 -0.1508  -0.193
C -0.5475 1.7027 -1.1111  -0.265
C 0.0826 2.8706 -1.0135  -0.158
C 0.7513 3.4596 0.2104  -0.093
C -0.4431 0.2848 -3.1580  0.011
C -0.8097 1.4377 -2.6054  -0.123
H -2.6859 0.8927 0.3679  0.084
H -2.3314 -0.7526 0.5889  0.036
H -2.3875 -0.2816 -1.0825  0.062
H 0.1627 -0.2818 -0.3268  0.133
H -0.3363 0.7295 0.9224  0.082
H 0.0759 3.5470 -1.9115  0.122
H 0.2716 3.1074 1.0964  0.026
H 0.6975 4.6092 0.2768  0.100
H 1.8552 3.0702 0.2696  0.101
H -0.5987 -0.0670 -4.1574  0.050
H 0.1556 -0.4352 -2.7188  0.030
H -1.3900 2.2422 -3.1526  0.121
H 0.5426 1.6288 3.7736  0.101
H 1.2002 1.8557 2.5002  0.048
O 0.6684 1.1701 2.9140  -0.044
H 2.4247 -0.7785 1.1608  0.030
H 1.6279 -0.1816 2.5359  0.135
O 2.3390 -0.9248 2.1387  -0.127
H 1.5712 -2.2768 2.1968  0.105
H 0.3941 -2.9268 3.1613  -0.012
O 0.8437 -3.0965 2.4037  -0.085
H 3.7836 -0.2896 2.1073  -0.004
H 5.2851 -0.5318 2.0345  0.006
O 4.6776 0.1586 1.9585  -0.070
H -5.2296 0.9159 -0.4829  0.128
H -5.6045 1.1952 1.0669  0.043
O -5.4605 1.7161 0.2270  -0.165
H 3.4236 -0.8302 -1.0083  0.148
H 3.9128 0.3002 0.0085  0.043
O 3.0988 -0.1225 -0.2980  -0.106
H 2.7288 1.5790 -1.2040  -0.029
H 2.5181 2.7014 -2.0978  0.031
O 3.2348 2.1086 -1.8177  -0.068
H -1.9528 -3.8841 0.9538  0.006
H -1.7391 -2.5148 1.7102  0.055
O -2.2512 -2.9941 1.0320  -0.058
H -3.1363 -2.1735 -0.3366  -0.036
H -3.3596 -2.7182 -1.7339  0.030
O -3.7902 -2.2152 -1.0481  -0.080
H -3.4342 3.7392 -1.7750  0.042
H -2.7120 5.0435 -1.4627  0.014
O -3.0206 4.5194 -2.1833  -0.052
H 0.1299 -3.9689 1.3264  -0.032
H 0.0697 -5.5373 1.3742  0.044
O -0.2654 -4.7733 0.9081  -0.095
H 1.7988 -3.5224 -0.4254  0.021
H 2.8767 -3.8125 -1.4874  -0.038
O 2.6239 -3.2987 -0.8268  0.032

Summary:
Frontier orbital gap, eV: 8.52
Spin multiplicity: 1
Lowest unoccupied orbital energy, eV: -0.256
E_HOMO, hartree: -0.3226

***

Most stable structure, least stable structure: 1), 2).

***

1) Density functional theory data (ωB97M-V with the def2-TZVPD basis set) for a gas-phase ion, C3H4N3 (charge +1).

Each line ends with the Löwdin charge.
Element x y z (Å)
C -1.4008 0.0715 0.1122  -0.225
C 1.0806 -1.4086 -0.0852  0.356
C 0.6789 0.9476 -0.1843  -0.132
N -0.5432 1.1154 -0.1713  0.135
N -1.1088 -1.0702 -0.2134  0.171
N 1.5098 -0.2063 0.0109  0.045
H -2.4296 0.4878 0.6462  0.210
H 1.3850 1.8874 -0.3185  0.196
H -1.5600 -1.9464 -0.0189  0.119
H 2.3881 0.1216 0.2224  0.126

Summary:
Frontier orbital gap, eV: 9.86
Spin multiplicity: 1
Net charge: +1
Lowest unoccupied orbital energy, eV: -6.140
E_HOMO, hartree: -0.5878

***

2) Density functional theory data (ωB97M-V with the def2-TZVPD basis set) for a molecular structure, C3H4N3.

Each line ends with the Löwdin charge.
Element x y z (Å)
C -0.0405 0.9587 -0.0234  -0.129
C 0.2203 -1.3063 0.0025  0.233
C -1.4665 0.7872 0.0340  0.093
N -0.6147 -0.3987 -0.0231  0.054
N 1.2054 0.9543 -0.0151  0.074
N 1.7617 -0.1768 0.0444  0.113
H 0.2601 -2.3725 0.0467  0.127
H -1.9993 0.9426 0.9724  0.148
H -2.0583 0.9607 -0.8615  0.147
H 2.7317 -0.3493 -0.1767  0.139

Summary:
Frontier orbital gap, eV: 9.95
Spin multiplicity: 1
Net charge: +1
Lowest unoccupied orbital energy, eV: -4.729
E_HOMO, hartree: -0.5394

***

Most stable structure, least stable structure: 1), 2).

***

1) Density functional theory data (ωB97M-V with the def2-TZVPD basis set) for 2 unconnected molecules or ions with the total composition H3N3.

Each line ends with the Löwdin charge.
Element x y z (Å)
N -0.9664 -0.0339 0.9457  0.038
N -0.4827 -0.0209 -0.2260  -0.287
N 0.6881 0.0536 -0.6179  -0.018
H -1.8221 0.4344 0.8907  0.006
H 1.7643 -0.0975 0.4996  0.222
H 0.8188 -0.3356 -1.4922  0.040

Summary:
Frontier orbital gap (spin up / spin down), eV: 8.96 / 8.96
Spin multiplicity: 1
Lowest unoccupied orbital energy (spin up / spin down), eV: 0.345 / 0.345
E_HOMO (spin up / spin down), hartree: -0.3167 / -0.3167

***

2) Density functional theory data (ωB97M-V with the def2-TZVPD basis set) for 2 unconnected molecules or ions with the total composition H3N3.

Each line ends with the Löwdin charge.
Element x y z (Å)
N 0.6784 -0.1938 -0.5218  -0.112
N 0.4371 -0.0029 0.8569  -0.152
N -0.0889 0.8832 -0.0640  -0.112
H 1.5785 0.1954 -0.6494  0.069
H 0.0234 -0.8464 1.2636  0.101
H -1.5505 0.5128 -0.3487  0.206

Summary:
Frontier orbital gap, eV: 9.92
Spin multiplicity: 1
Lowest unoccupied orbital energy, eV: 0.385
E_HOMO, hartree: -0.3506

***

Most stable structure, least stable structure: 1), 2).

***

1) Density functional theory data (ωB97M-V with the def2-TZVPD basis set) for C3H5NS3 in the gas phase.

Each line ends with the Löwdin charge.
Element x y z (Å)
S -1.8089 1.4492 1.0640  0.659
C -0.8925 0.2890 -0.1103  -1.392
S -1.7704 -0.0734 -1.6337  0.679
N 0.3605 1.0383 -0.3649  -0.067
C 1.4033 0.4732 0.0513  -0.206
C 1.3633 -1.0168 0.5013  -0.384
S -0.4314 -1.2547 0.8680  0.772
H -1.9987 2.4155 0.1691  -0.150
H -2.0490 -1.4009 -1.4833  -0.127
H 2.2922 0.9881 0.2203  0.095
H 1.4374 -1.4942 -0.4542  0.054
H 2.0943 -1.4131 1.1725  0.068

Summary:
Frontier orbital gap, eV: 9.62
Spin multiplicity: 1
Lowest unoccupied orbital energy, eV: 0.609
E_HOMO, hartree: -0.3310

***

2) Density functional theory data (ωB97M-V with the def2-TZVPD basis set) for a molecular structure, C3H5NS3.

Each line ends with the Löwdin charge.
Element x y z (Å)
C -1.4303 -1.1714 -0.1592  -0.535
C 1.2785 -0.5969 0.4332  -1.123
C 0.2218 1.6705 -0.4841  -0.767
H -1.7217 -1.3298 -1.4173  0.083
H -1.4949 0.2151 0.1756  0.115
H -2.0929 -1.7649 0.7885  0.094
H 1.3871 1.4301 1.0902  0.167
H 0.3674 2.6815 0.0940  0.110
N 0.9840 0.7392 0.3384  -0.131
S 0.2214 -1.9099 -0.1106  0.742
S 2.7002 -1.3113 1.1186  0.498
S -0.4207 1.3479 -1.8673  0.747

Summary:
Frontier orbital gap, eV: 7.33
Spin multiplicity: 1
Lowest unoccupied orbital energy, eV: -1.055
E_HOMO, hartree: -0.3082

***

Most stable structure, least stable structure: 1), 2).

***

1) Density functional theory data (ωB97M-V with the def2-TZVPD basis set) for C6H6N2 in the gas phase.

Each line ends with the Löwdin charge.
Element x y z (Å)
C 0.1833 -1.8649 0.5310  -0.171
C -0.8409 -1.2534 -0.0452  -0.093
C -0.6635 0.1932 0.1348  -0.291
N -0.7512 1.2191 -0.9136  0.089
C 0.3311 2.0170 -0.5046  -0.164
N 1.1213 1.3867 0.2574  0.092
C 0.6315 0.2579 0.7869  -0.289
C 1.0416 -0.9740 1.0959  -0.102
H 0.5812 -3.0794 0.1889  0.195
H -1.5614 -1.8868 -0.7650  0.142
H -1.5296 0.8086 0.6149  0.205
H -1.4717 1.3761 -1.4759  0.074
H 0.7038 2.8865 -1.1621  0.151
H 2.2246 -1.0865 1.2566  0.161

Summary:
Frontier orbital gap, eV: 7.68
Spin multiplicity: 1
Lowest unoccupied orbital energy, eV: 0.123
E_HOMO, hartree: -0.2775

***

2) Density functional theory data (ωB97M-V with the def2-TZVPD basis set) for a molecular structure, C6H6N2.

Each line ends with the Löwdin charge.
Element x y z (Å)
C -0.1943 -2.4644 1.3535  -0.039
C 0.2145 -2.0718 0.0923  -0.125
C -0.0461 -0.5457 -0.2770  -0.266
C 0.8863 0.1836 -1.1628  -0.046
C 0.7620 1.5737 -1.1645  -0.145
C -0.9860 0.0829 0.4079  -0.093
H 0.4667 -3.5115 1.8747  0.143
H -0.9067 -2.2505 2.0487  -0.011
H 1.3685 -2.5672 -0.3270  0.177
H 1.4525 -0.2673 -2.1045  0.144
H 1.2893 2.4131 -1.8582  0.147
H -1.6450 -0.3422 1.2980  0.143
N -0.0391 2.1773 -0.1778  -0.055
N -0.7958 1.5335 0.6882  0.027

Summary:
Frontier orbital gap, eV: 9.08
Spin multiplicity: 1
Lowest unoccupied orbital energy, eV: 0.029
E_HOMO, hartree: -0.3324

***

Most stable structure, least stable structure: 1), 2).